(1)
{"formula": "C20H35NSi2Sn", "method": "the ωB97M-V functional and the def2-TZVPD basis", "species": ["C", "C", "C", "H", "C", "H", "H", "H", "C", "H", "H", "C", "H", "H", "C", "H", "H", "C", "H", "H", "Sn", "H", "C", "Si", "C", "C", "C", "C", "C", "C", "C", "C", "N", "Si", "C", "C", "C", "H", "H", "H", "H", "H", "H", "H", "H", "H", "H", "H", "H", "H", "H", "H", "H", "H", "H", "H", "H", "H", "H"], "positions_angstrom": [[-1.14304, -1.11273, -2.99907], [1.65954, -0.18810, -3.51446], [-1.45810, 0.18265, -3.12366], [-1.63782, -1.72645, -2.24475], [1.32533, 1.08003, -3.24184], [2.54451, -0.62270, -3.04635], [-2.10515, 0.66229, -2.38730], [1.93142, 1.67134, -2.55028], [-1.04678, 1.07143, -4.24995], [-1.83687, 1.82362, -4.41251], [-0.95376, 0.51516, -5.19032], [-0.22679, -1.86951, -3.90236], [-0.80110, -2.31393, -4.73816], [0.18591, -2.71596, -3.32830], [0.98281, -1.09691, -4.49351], [0.68201, -0.58315, -5.41678], [1.71462, -1.86684, -4.79801], [0.25592, 1.85045, -3.95926], [0.64773, 2.24663, -4.91841], [-0.00310, 2.73604, -3.35254], [0.25424, -0.11162, -0.35856], [-1.34659, -0.90792, -0.09536], [-2.72175, 0.80308, 2.27992], [-1.24893, -0.18549, 2.86442], [-1.05058, 0.14726, 4.69706], [-1.53394, -2.02001, 2.63143], [0.29276, 0.41358, 1.92673], [0.26614, 1.87950, 1.60597], [0.23348, 2.92781, 2.54639], [0.17775, 4.24138, 2.08510], [0.20336, 4.47342, 0.70219], [0.27281, 3.38865, -0.18571], [0.19853, 2.11844, 0.27074], [1.93900, -0.30607, 2.58946], [2.42153, 0.60171, 4.15659], [1.79368, -2.11307, 3.08454], [3.22919, -0.09913, 1.26008], [-3.60686, 0.45581, 2.83387], [-2.91515, 0.66462, 1.21018], [-2.59522, 1.87792, 2.47861], [-1.98054, -0.20588, 5.16650], [-0.22216, -0.38956, 5.17412], [-0.94517, 1.21828, 4.92188], [-1.61842, -2.30102, 1.57652], [-0.76120, -2.64464, 3.09542], [-2.49722, -2.22768, 3.12227], [0.24303, 2.62837, 3.59451], [0.11635, 5.05911, 2.80568], [0.15938, 5.48435, 0.30218], [0.38167, 3.48656, -1.27441], [1.70910, 0.47726, 4.98133], [3.38248, 0.17714, 4.48104], [2.56194, 1.67896, 3.99451], [1.43654, -2.74633, 2.26290], [2.81763, -2.42244, 3.34467], [1.15380, -2.27239, 3.96389], [2.92541, -0.48866, 0.27417], [3.51854, 0.95613, 1.14203], [4.10199, -0.67642, 1.60627]], "total_charge": 0, "e_lumo_ha": 0.01560, "e_above_lowest_ev": 0.000, "homo_energy_ev": -6.7, "energy_ev": -44383.9155}

(2)
{"formula": "C37H82ClNO10", "method": "the ωB97M-V functional and the def2-TZVPD basis", "species": ["C", "C", "C", "C", "C", "C", "C", "N", "O", "C", "O", "O", "C", "Cl", "H", "H", "H", "H", "H", "H", "H", "H", "H", "H", "H", "H", "C", "C", "O", "C", "C", "H", "H", "H", "H", "H", "H", "H", "H", "H", "H", "C", "C", "O", "C", "C", "H", "H", "H", "H", "H", "H", "H", "H", "H", "H", "C", "C", "O", "C", "C", "H", "H", "H", "H", "H", "H", "H", "H", "H", "H", "C", "C", "O", "C", "C", "H", "H", "H", "H", "H", "H", "H", "H", "H", "H", "C", "C", "O", "C", "C", "H", "H", "H", "H", "H", "H", "H", "H", "H", "H", "C", "C", "O", "C", "C", "H", "H", "H", "H", "H", "H", "H", "H", "H", "H", "C", "C", "O", "C", "C", "H", "H", "H", "H", "H", "H", "H", "H", "H", "H"], "positions_angstrom": [[3.67308, 0.53584, -2.18799], [2.72304, 1.11313, -1.73211], [1.57374, 1.85127, -1.12528], [0.28458, 1.02832, -1.39147], [-0.88351, 1.86654, -1.94176], [-2.14335, 0.99022, -2.20984], [-3.36302, 1.50382, -1.41516], [-4.20462, 0.35851, -1.04982], [2.05522, 1.98807, 0.24008], [3.11828, 2.87879, 0.06242], [4.02916, 2.96637, 0.80354], [2.96526, 3.56292, -1.13162], [1.59759, 3.36398, -1.46253], [0.72358, 4.30895, -0.17692], [4.49387, -0.13051, -2.28909], [-0.01326, 0.52952, -0.46809], [0.55550, 0.24557, -2.09108], [-1.12302, 2.66671, -1.24960], [-0.58903, 2.27711, -2.89958], [-1.96369, -0.04314, -1.92453], [-2.35514, 1.06897, -3.27198], [-3.00827, 2.06096, -0.54096], [-3.93441, 2.21509, -2.00860], [-4.98759, 0.64619, -0.47572], [-3.63281, -0.24100, -0.46734], [1.27106, 3.67052, -2.44230], [5.63822, -0.09251, 1.03484], [4.60565, -1.20269, 1.00027], [4.77704, -2.20524, 1.98517], [4.77864, -1.74885, 3.32547], [3.54071, -0.96909, 3.72800], [6.65118, -0.48341, 0.92025], [5.44031, 0.61508, 0.22988], [5.60576, 0.45841, 1.97586], [4.64899, -1.72250, 0.04163], [3.60044, -0.77048, 1.07177], [5.67431, -1.14502, 3.51823], [4.86984, -2.64582, 3.93856], [3.43558, -0.05526, 3.14092], [3.59930, -0.68485, 4.77848], [2.63706, -1.56304, 3.57932], [6.10637, 4.19705, 7.57723], [5.62991, 2.75433, 7.57383], [4.30574, 2.58542, 7.10514], [4.05440, 3.01253, 5.77668], [4.89297, 2.30192, 4.72940], [5.44065, 4.81587, 8.18055], [7.11402, 4.26080, 7.98899], [6.12890, 4.62291, 6.57337], [5.63142, 2.37331, 8.59548], [6.32081, 2.12179, 7.00469], [4.17523, 4.09866, 5.69695], [2.99972, 2.80389, 5.59480], [5.96012, 2.48574, 4.86360], [4.61922, 2.64309, 3.72963], [4.73393, 1.22639, 4.78683], [-1.12523, -2.93422, 7.48602], [-0.10783, -3.40900, 6.46214], [0.77471, -2.39788, 6.01728], [1.57216, -1.76840, 6.99992], [2.49998, -2.70633, 7.75192], [-1.71324, -2.10792, 7.08286], [-1.80025, -3.74790, 7.75312], [-0.65005, -2.58089, 8.40202], [-0.63140, -3.75616, 5.57063], [0.45542, -4.26729, 6.84639], [0.94817, -1.20136, 7.70026], [2.16454, -1.03549, 6.45395], [1.95092, -3.45617, 8.32348], [3.11858, -2.14131, 8.44964], [3.15232, -3.23563, 7.05528], [-0.38774, 0.16907, -7.12256], [-0.64325, 1.58456, -6.63636], [-0.17541, 1.79763, -5.31977], [1.19862, 1.61436, -5.09924], [2.09205, 2.54098, -5.90441], [-0.84522, -0.55346, -6.44274], [-0.80856, 0.02574, -8.11784], [0.67747, -0.06527, -7.17621], [-1.71243, 1.76854, -6.60225], [-0.22283, 2.32288, -7.33018], [1.47416, 0.56676, -5.26408], [1.34576, 1.80313, -4.03656], [1.98456, 2.38087, -6.97753], [3.13784, 2.37384, -5.64356], [1.84335, 3.58432, -5.70077], [-5.72788, 0.15387, -4.40479], [-5.42945, 1.51114, -5.00910], [-4.59532, 1.46131, -6.14908], [-5.08539, 0.71417, -7.24739], [-6.40769, 1.21990, -7.79854], [-4.80656, -0.35476, -4.13578], [-6.33694, 0.26195, -3.50782], [-6.26702, -0.49073, -5.10203], [-4.89658, 2.12100, -4.27842], [-6.35850, 2.04481, -5.24023], [-5.15635, -0.34717, -6.98393], [-4.32128, 0.79127, -8.02091], [-7.20977, 1.15562, -7.06242], [-6.70319, 0.62915, -8.66619], [-6.31976, 2.26449, -8.10077], [-5.26728, -0.90409, 3.15822], [-4.26500, -1.37482, 2.11850], [-3.33946, -0.37985, 1.71883], [-2.51662, 0.15700, 2.73944], [-1.64344, -0.86698, 3.43838], [-5.82134, -0.03974, 2.78892], [-5.97415, -1.70147, 3.38857], [-4.78268, -0.60866, 4.08962], [-4.79733, -1.66405, 1.21113], [-3.73677, -2.26896, 2.46766], [-3.12376, 0.70841, 3.46608], [-1.87969, 0.89322, 2.24631], [-2.23324, -1.62330, 3.95888], [-1.00829, -0.37573, 4.17567], [-1.00557, -1.38446, 2.72026], [-2.29988, -3.27855, -2.45364], [-2.61372, -2.89366, -3.88903], [-1.47539, -2.82139, -4.72993], [-0.72615, -4.01282, -4.87423], [-1.51643, -5.17331, -5.45486], [-1.58712, -2.57609, -2.01791], [-3.21027, -3.26956, -1.85361], [-1.86151, -4.27552, -2.38246], [-3.05131, -1.89905, -3.90133], [-3.36321, -3.57045, -4.31614], [-0.27122, -4.29512, -3.91782], [0.09467, -3.76507, -5.54808], [-2.34744, -5.46558, -4.81185], [-0.87000, -6.04260, -5.58019], [-1.93056, -4.90289, -6.42734]], "smiles": "C#C[C@@]1(CCCCN)OC(=O)O[C@@H]1Cl.CCOCC.CCOCC.CCOCC.CCOCC.CCOCC.CCOCC.CCOCC", "total_charge": 0, "e_lumo_ha": 0.02172, "homo_energy_ev": -9.0, "energy_ev": -74180.7444}

(3)
{"formula": "C4H10OS", "method": "the ωB97M-V functional and the def2-TZVPD basis", "species": ["C", "C", "O", "C", "C", "S", "H", "H", "H", "H", "H", "H", "H", "H", "H", "H"], "positions_angstrom": [[2.72516, 0.39928, -0.10704], [1.60040, -0.57988, 0.04901], [0.32173, 0.13075, -0.11681], [-0.96804, -0.40312, -0.18184], [-2.05261, 0.68577, -0.06125], [-3.64338, -0.13149, -0.15770], [2.73344, 0.67634, -1.22221], [2.76192, 1.32794, 0.47499], [3.61227, -0.16698, 0.07994], [1.49865, -1.04825, 1.06755], [1.66407, -1.42125, -0.70689], [-1.05762, -1.05438, -1.06927], [-1.22466, -1.22240, 0.65501], [-2.02190, 1.55160, -0.71847], [-1.97727, 1.05870, 0.91450], [-3.97217, 0.19738, 1.10049]], "smiles": "CCOCCS", "total_charge": 0, "e_lumo_ha": 0.03593, "e_above_lowest_ev": 1.288, "homo_energy_ev": -9.1, "energy_ev": -17191.5374}

(4)
{"formula": "H20O10", "method": "the ωB97M-V functional and the def2-TZVPD basis", "species": ["O", "H", "H", "O", "H", "H", "O", "H", "H", "O", "H", "H", "O", "H", "H", "O", "H", "H", "O", "H", "H", "O", "H", "H", "O", "H", "H", "O", "H", "H"], "positions_angstrom": [[0.38756, -0.65652, -0.42294], [0.35736, 0.25774, -0.11930], [1.31177, -0.79486, -0.65889], [-3.22822, 0.08652, 0.89679], [-2.81523, -0.58825, 1.44735], [-2.96489, -0.14901, 0.00004], [-1.24525, 1.47987, 3.33002], [-1.81016, 1.20104, 4.05949], [-0.85958, 2.30864, 3.63562], [-1.44775, -2.89786, 1.52705], [-1.47612, -3.28428, 0.64452], [-2.28350, -2.42370, 1.60242], [4.48624, -0.73684, -1.01470], [3.62833, -0.83376, -1.44317], [4.84492, 0.07565, -1.38914], [0.40929, 2.22736, 0.95823], [-0.53264, 2.10059, 0.79794], [0.67827, 2.86274, 0.28522], [0.87979, -1.15002, 2.38987], [1.19963, -1.13703, 1.48074], [0.20818, -1.84134, 2.39234], [1.30323, 5.16933, -1.07516], [1.86615, 4.39952, -0.93555], [0.79562, 5.23981, -0.25886], [-0.19612, -3.58656, -3.66156], [0.68029, -3.58149, -3.26048], [-0.18957, -4.36521, -4.22959], [-1.08131, 0.50263, -2.40827], [-2.00670, 0.55905, -2.14472], [-0.89961, -0.44378, -2.42529]], "smiles": "O.O.O.O.O.O.O.O.O.O", "total_charge": 0, "e_lumo_ha": -0.00332, "e_above_lowest_ev": 3.702, "homo_energy_ev": -10.2, "energy_ev": -20798.9104}

(5)
{"formula": "C40H37ClGeI2MnN4O5P", "method": "the ωB97M-V functional and the def2-TZVPD basis", "species": ["Mn", "I", "C", "C", "C", "I", "C", "C", "C", "C", "N", "C", "C", "O", "H", "H", "H", "H", "C", "P", "C", "C", "H", "H", "H", "H", "H", "H", "H", "H", "H", "C", "Ge", "C", "C", "C", "C", "C", "C", "C", "C", "C", "C", "C", "C", "C", "C", "C", "C", "H", "H", "H", "H", "H", "H", "H", "H", "H", "H", "H", "H", "H", "H", "H", "O", "Cl", "O", "O", "O", "C", "C", "N", "C", "C", "C", "C", "C", "C", "C", "C", "N", "C", "N", "H", "H", "H", "H", "H", "H", "H", "H", "H"], "positions_angstrom": [[0.56967, 1.34500, -0.50967], [-4.02976, 3.88675, -0.57927], [-2.14305, 4.65263, -1.06309], [-1.99787, 6.02624, -1.27001], [-0.77381, 6.56445, -1.56106], [-0.64385, 8.63820, -1.88436], [0.37390, 5.74370, -1.62243], [1.68125, 6.20407, -1.88128], [2.71971, 5.31499, -1.88847], [2.47173, 3.96602, -1.61176], [1.26897, 3.49402, -1.36082], [0.21718, 4.35116, -1.38840], [-1.07284, 3.75801, -1.13488], [-1.17207, 2.47857, -0.96680], [-2.86511, 6.66794, -1.19753], [1.85689, 7.25421, -2.06911], [3.73143, 5.64041, -2.08722], [3.29129, 3.25992, -1.59474], [-1.77505, 1.82077, 2.32154], [-0.00152, 1.63982, 1.91307], [0.45901, 0.24428, 3.02213], [0.67507, 3.11940, 2.76547], [-1.88896, 2.01369, 3.38900], [-2.29774, 0.89731, 2.06887], [-2.21744, 2.63781, 1.75105], [0.84248, 0.61180, 3.97343], [1.21069, -0.37778, 2.54523], [-0.41863, -0.37718, 3.20363], [0.55706, 3.03378, 3.84479], [0.11867, 3.98794, 2.40907], [1.72686, 3.27173, 2.52292], [-3.76551, 0.21158, -0.79790], [-2.94019, -1.56162, -0.87743], [-2.80473, -2.46380, 0.85633], [-1.98187, -3.56915, 1.05568], [-1.79054, -4.05794, 2.33929], [-2.40914, -3.44465, 3.42049], [-3.23818, -2.34896, 3.22078], [-3.44495, -1.86418, 1.93840], [-2.75534, -2.25652, -2.70514], [-2.12700, -1.44452, -3.61393], [-2.01083, -1.84092, -4.95879], [-2.54459, -3.02963, -5.37003], [-3.22919, -3.87138, -4.46323], [-3.82030, -5.08591, -4.88394], [-4.50010, -5.87751, -4.00319], [-4.61432, -5.49243, -2.65237], [-4.04833, -4.33015, -2.21382], [-3.34090, -3.48550, -3.10153], [-4.79580, 0.20451, -0.44718], [-3.73043, 0.65601, -1.79077], [-3.14471, 0.81353, -0.13765], [-1.47811, -4.03726, 0.22016], [-1.16129, -4.92353, 2.49920], [-2.24818, -3.82654, 4.42002], [-3.72805, -1.87632, 4.06221], [-4.11768, -1.02765, 1.78339], [-1.71026, -0.49047, -3.31849], [-1.50275, -1.19624, -5.66338], [-2.46729, -3.34205, -6.40418], [-3.72450, -5.37567, -5.92326], [-4.95653, -6.80052, -4.33382], [-5.15868, -6.12311, -1.96165], [-4.13951, -4.03216, -1.17243], [-0.04499, -2.58830, -1.17577], [0.24875, -1.24567, -0.86646], [0.65885, -0.50761, -2.02788], [1.22261, -1.12710, 0.16103], [-0.98937, -0.57376, -0.36789], [4.69606, 0.29624, -1.61978], [3.39374, 0.74504, -1.53014], [2.85979, 1.17315, -0.37709], [3.62568, 1.16081, 0.71043], [4.95281, 0.74396, 0.71800], [5.49266, 0.31053, -0.48685], [5.77972, 0.88914, 1.93435], [5.62720, 0.25238, 3.09863], [4.73498, -0.89336, 3.36551], [4.33384, -1.18733, 4.66775], [3.54951, -2.31408, 4.84779], [3.19948, -3.10593, 3.83957], [3.65066, -2.75716, 2.64049], [4.38964, -1.69584, 2.35123], [5.08660, -0.04524, -2.56831], [2.76438, 0.79957, -2.40837], [3.16600, 1.52442, 1.62366], [6.51804, -0.03251, -0.53532], [6.57194, 1.62560, 1.85125], [6.24347, 0.54857, 3.93915], [4.63651, -0.56020, 5.49501], [3.19721, -2.61106, 5.82956], [3.38986, -3.40335, 1.80931]], "s2": 8.75, "multiplicity": 6, "total_charge": 1, "e_lumo_ha": [-0.09838, -0.09973], "e_above_lowest_ev": 0.577, "homo_energy_ev": [-9.5, -9.5], "energy_ev": -184116.5857}